The following is a DFT calculation (the ωB97M-V functional and the def2-TZVPD basis) of a molecular structure, C43H44AsFeN10O3Se.

```
103
Properties=species:S:1:pos:R:3:mulliken_charge:R:1
Fe -0.925 0.060 0.429 0.047
Se -0.152 -1.347 -2.630 0.396
N -1.003 -0.089 -1.693 -0.309
C -1.688 0.669 -2.542 0.606
C -2.524 1.778 -2.189 0.216
C -3.165 2.435 -3.183 -1.382
C -3.034 2.054 -4.564 -0.772
C -2.264 1.008 -4.938 -0.749
C -1.563 0.278 -3.923 0.715
N -0.796 -0.775 -4.158 -0.884
H -2.659 2.039 -1.149 1.037
H -3.813 3.267 -2.937 0.514
H -3.573 2.618 -5.314 0.431
H -2.164 0.706 -5.971 0.503
N 3.498 1.439 3.488 -0.317
C 2.582 1.213 4.444 0.636
N 2.890 1.528 5.709 -0.420
N 1.388 0.717 4.215 -0.772
C 0.952 0.476 3.016 0.682
N 0.488 0.248 1.979 -0.517
H 4.416 1.785 3.699 0.200
H 3.292 1.201 2.533 0.176
H 3.819 1.796 5.980 0.198
H 2.226 1.287 6.423 0.242
O -2.029 -1.633 1.295 -0.811
C -1.190 -2.478 0.904 -0.325
N -1.204 -3.801 1.168 0.456
C -0.023 -4.445 0.614 2.713
C 0.622 -3.209 -0.097 -0.365
O 1.628 -3.252 -0.772 -0.710
N -0.144 -2.104 0.140 0.332
C -0.362 -5.532 -0.404 -0.468
C 0.648 -6.075 -1.194 -0.145
C 0.363 -7.083 -2.100 -0.939
C -0.932 -7.572 -2.223 -0.463
C -1.940 -7.037 -1.438 -0.895
C -1.656 -6.019 -0.535 -0.224
C 0.881 -5.012 1.714 0.006
C 0.308 -5.616 2.830 -0.301
C 1.098 -6.184 3.817 -0.972
C 2.481 -6.159 3.699 -0.400
C 3.059 -5.564 2.589 -0.979
C 2.266 -4.995 1.600 -0.229
H -1.862 -4.218 1.801 0.353
H 1.658 -5.696 -1.107 0.363
H 1.158 -7.491 -2.711 0.405
H -1.151 -8.365 -2.927 0.397
H -2.953 -7.408 -1.526 0.403
H -2.462 -5.602 0.054 0.357
H -0.770 -5.668 2.937 0.273
H 0.633 -6.653 4.674 0.390
H 3.102 -6.607 4.465 0.407
H 4.136 -5.541 2.485 0.412
H 2.727 -4.529 0.739 0.457
C -6.558 -0.921 2.477 -1.043
N -5.433 0.001 2.487 -0.130
N -4.649 0.183 1.372 0.806
C -3.450 0.696 1.744 0.513
O -2.601 1.051 0.866 0.467
C -3.466 0.795 3.152 -0.863
C -4.687 0.329 3.566 0.426
C -5.218 0.135 4.944 -1.652
C -5.126 0.046 0.033 -0.758
C -6.243 0.753 -0.385 0.195
C -6.665 0.632 -1.701 -0.708
C -5.958 -0.171 -2.589 -0.677
C -4.835 -0.864 -2.157 -0.789
C -4.419 -0.768 -0.837 -0.142
H -6.954 -0.991 1.468 0.424
H -7.336 -0.537 3.131 0.361
H -6.253 -1.915 2.808 0.319
H -2.668 1.171 3.769 0.517
H -4.490 0.490 5.669 0.397
H -5.413 -0.920 5.144 0.350
H -6.149 0.684 5.088 0.357
H -6.766 1.401 0.308 0.565
H -7.538 1.177 -2.036 0.428
H -6.286 -0.257 -3.617 0.450
H -4.283 -1.490 -2.847 0.495
H -3.560 -1.314 -0.471 0.615
C -0.243 4.369 -1.118 -1.333
As 0.126 2.798 -0.026 0.562
C 1.998 3.170 0.364 -0.930
C -0.762 3.453 1.628 -0.701
C -0.258 4.751 2.176 -0.161
C 0.840 4.782 3.036 0.069
C 1.303 5.977 3.566 -0.697
C 0.674 7.172 3.244 -0.475
C -0.422 7.157 2.392 -0.758
C -0.882 5.957 1.865 -0.223
H 0.000 5.266 -0.550 0.479
H -1.295 4.384 -1.400 0.288
H 0.360 4.335 -2.024 0.454
H 2.104 4.093 0.928 0.449
H 2.533 3.257 -0.581 0.495
H 2.422 2.331 0.914 -0.138
H -0.682 2.656 2.367 0.081
H -1.816 3.519 1.352 0.467
H 1.328 3.850 3.304 0.519
H 2.156 5.978 4.234 0.401
H 1.029 8.105 3.662 0.393
H -0.926 8.082 2.141 0.407
H -1.745 5.954 1.208 0.448
```

Summary:
spin multiplicity: 5
frontier orbital gap (alpha / beta): 0.2826 / 0.2822 hartree
electronic energy: -8339.117359 Ha
<S²>: 6.010
strongest force on any atom: 0.4 eV/A
net charge: +1